<w>
Density functional theory data (ωB97M-V/def2-TZVPD) for a gas-phase ion, C4H8IN2 (charge +1).

The calculation puts the HOMO energy at -14.049 eV. For the frontier orbital gap, the calculation gives 9.57 eV. Its net charge is +1. The SMILES is CC(C)=NC(=[NH2+])I.

CARTESIAN COORDINATES (ANGSTROEM)
C 0.978 0.967 1.288
C 0.431 0.625 0.004
C 1.164 0.847 -1.319
N -0.620 -0.084 -0.070
C -1.666 -0.828 0.031
N -1.596 -2.159 -0.091
I -3.592 0.116 -0.007
H 1.578 1.852 1.346
H 1.826 0.261 1.569
H 0.185 0.957 1.922
H 0.706 0.384 -2.159
H 2.223 0.417 -1.252
H 1.249 1.883 -1.442
H -0.614 -2.435 -0.206
H -2.254 -2.803 0.386

***

<x>
Density functional theory data (ωB97M-V/def2-TZVPD) for a molecular structure, C4H8IN2.

The calculation puts the HOMO energy (alpha / beta) at -11.710 / -11.694 eV. For the frontier orbital gap (alpha / beta), the calculation gives 7.19 / 7.16 eV. Its net charge is +1.

CARTESIAN COORDINATES (ANGSTROEM)
C 1.452 0.588 0.009
C -0.791 -0.220 0.562
C 0.881 -0.499 -2.030
C -1.885 -0.208 1.477
N 1.765 -0.099 -1.124
N 0.273 0.648 0.602
I -0.971 0.305 -2.235
H 2.204 1.190 0.544
H -0.663 -1.122 0.112
H 1.207 -1.148 -2.972
H -1.661 0.292 2.440
H -2.156 -1.274 1.715
H -2.742 0.301 0.999
H 2.792 -0.054 -1.466
H 0.295 1.300 1.365

***

<y>
Density functional theory data (ωB97M-V/def2-TZVPD) for a gas-phase ion, C4H8IN2 (charge +1).

The calculation puts the HOMO energy (alpha / beta) at -11.810 / -11.755 eV. For the frontier orbital gap (alpha / beta), the calculation gives 7.11 / 7.04 eV. Its net charge is +1.

CARTESIAN COORDINATES (ANGSTROEM)
C -0.892 0.252 1.290
C 0.771 0.420 -0.603
C -1.866 -1.649 -0.132
C 2.120 0.899 -0.994
N -1.780 -0.664 0.799
N 0.303 0.513 0.668
I -0.043 -2.561 -0.767
H -1.149 0.681 2.237
H -0.006 0.369 -1.345
H -2.860 -2.288 -0.087
H 2.343 0.691 -2.049
H 2.923 0.690 -0.343
H 1.952 2.143 -1.134
H -2.692 -0.487 1.083
H 0.876 0.992 1.377

***

<z>
Density functional theory data (ωB97M-V/def2-TZVPD) for a gas-phase ion, C4H8IN2 (charge +1).

The calculation puts the HOMO energy at -14.043 eV. For the frontier orbital gap, the calculation gives 8.90 eV. Its net charge is +1. The SMILES is [H]/N=C\C/[N+](C)=C\I.

CARTESIAN COORDINATES (ANGSTROEM)
H -1.994 -0.034 0.915
N -1.960 1.009 0.861
C -0.808 1.453 0.872
C 0.586 0.747 0.607
N 0.440 -0.458 -0.256
C 0.431 -0.278 -1.689
C 0.071 -1.589 0.189
I 0.277 -2.331 2.143
H -0.750 2.516 1.096
H 1.323 1.494 0.181
H 1.032 0.650 1.687
H -0.087 -1.085 -2.156
H 0.194 0.662 -2.112
H 1.513 -0.377 -1.860
H -0.267 -2.379 -0.479

***

Which one is the most stable? From the structures above, <w>.